Below is 15 unconnected molecules or ions with the total composition C65H170N10O25 at a distorted geometry, with properties calculated with ωB97M-V/def2-TZVPD.

```
270
Properties=species:S:1:pos:R:3
C 0.9327 -1.4463 -6.7974
O 0.9517 -1.4391 -5.3630
C 0.5097 -2.7146 -4.8683
C 0.6126 -2.7226 -3.3507
N 2.0314 -2.8744 -3.0810
C 2.4352 -2.7729 -1.6596
C 3.9611 -2.8179 -1.5907
O 4.5833 -2.0159 -2.5775
C 5.9854 -1.7536 -2.3665
H 0.0025 -1.7955 -7.2456
H 1.7542 -2.0208 -7.2254
H 1.2003 -0.4475 -7.1421
H 1.1011 -3.5049 -5.3307
H -0.5391 -2.7777 -5.1583
H 0.0880 -3.5759 -2.9208
H 0.2333 -1.7759 -2.9660
H 2.5750 -2.2646 -3.6749
H 1.9790 -3.5405 -1.0345
H 2.1896 -1.8128 -1.2056
H 4.4143 -3.8074 -1.6495
H 4.1671 -2.5358 -0.5581
H 6.6082 -2.6441 -2.2819
H 6.1816 -1.0459 -1.5611
H 6.4301 -1.3071 -3.2559
C -0.9654 -9.8917 6.3090
O -0.1326 -9.5077 5.2195
C -0.4999 -10.0664 3.9847
C 0.4950 -9.6034 2.9407
N 0.6898 -8.1546 2.8267
C -0.4975 -7.3566 2.3965
C -1.0995 -7.6723 0.9652
O -2.0877 -6.6524 0.6346
C -2.6002 -6.7277 -0.6507
H -2.0370 -9.7255 6.1991
H -0.6141 -9.3864 7.2087
H -0.7744 -10.9428 6.5255
H -1.5028 -9.6540 3.8743
H -0.6299 -11.1486 3.9915
H 0.2395 -9.8977 1.9228
H 1.4785 -9.9960 3.1988
H 1.1887 -7.8355 3.6449
H -0.3099 -6.2835 2.4343
H -1.2941 -7.4251 3.1373
H -1.4296 -8.7110 0.9582
H -0.2704 -7.7177 0.2591
H -2.7735 -7.7919 -0.8107
H -1.9651 -6.3847 -1.4675
H -3.5756 -6.2451 -0.7133
C 4.2520 1.5023 -4.6486
O 4.5795 1.8385 -3.3463
C 4.9861 3.2059 -3.1449
C 6.3614 3.4938 -3.6853
N 7.3397 2.5430 -3.0897
C 8.0051 2.9392 -1.8825
C 8.8205 1.8312 -1.2033
O 7.9499 0.7317 -0.8498
C 7.0379 1.0137 0.2124
H 3.3596 2.0221 -4.9974
H 4.0325 0.4357 -4.6971
H 5.0512 1.6357 -5.3777
H 5.0132 3.5514 -2.1115
H 4.2578 3.8730 -3.6062
H 6.5197 4.5393 -3.4208
H 6.3533 3.5445 -4.7741
H 6.8344 1.7284 -2.7715
H 7.2825 3.3263 -1.1641
H 8.6198 3.7400 -2.2934
H 9.2584 2.1984 -0.2751
H 9.6111 1.5308 -1.8910
H 6.3667 0.1923 0.4630
H 6.5113 1.9621 0.1067
H 7.7118 1.0741 1.0670
C 2.2705 -6.1342 0.3714
O 2.9855 -5.0161 1.0328
C 3.0033 -5.0329 2.4455
C 3.8125 -3.8291 2.8433
N 3.2927 -2.4836 2.4957
C 4.3110 -1.4896 2.8936
C 3.9750 -0.0631 2.3026
O 3.5139 -0.1572 0.9416
C 3.3402 1.0488 0.1882
H 2.5436 -7.0987 0.7995
H 2.3860 -6.1948 -0.7107
H 1.1936 -5.9933 0.4639
H 3.4461 -5.9205 2.8974
H 2.0265 -4.9279 2.9178
H 4.7305 -3.9948 2.2795
H 4.0540 -3.7918 3.9055
H 3.2108 -2.5212 1.4898
H 5.3241 -1.8646 2.7482
H 4.2153 -1.3145 3.9652
H 4.7626 0.6689 2.4811
H 3.1484 0.3442 2.8848
H 3.2493 0.8743 -0.8838
H 4.1408 1.7788 0.3076
H 2.4592 1.5346 0.6078
C -2.7598 -1.4580 -3.7219
O -3.1655 -1.7983 -5.0396
C -4.0346 -2.8718 -5.2300
C -5.3616 -2.7495 -4.5495
N -6.3310 -3.7727 -4.9558
C -7.4517 -3.9827 -4.0329
C -8.2104 -5.3039 -4.3197
O -8.8377 -5.1453 -5.6196
C -9.8446 -6.1271 -5.9531
H -3.5818 -1.1581 -3.0719
H -2.0485 -0.6368 -3.8099
H -2.3357 -2.3427 -3.2472
H -3.6118 -3.8006 -4.8472
H -4.1915 -3.1120 -6.2815
H -5.7652 -1.7559 -4.7444
H -5.1467 -2.8208 -3.4832
H -6.7822 -3.4994 -5.8171
H -8.0867 -3.1004 -4.1131
H -7.0292 -3.9597 -3.0283
H -8.9186 -5.4211 -3.4994
H -7.5842 -6.1955 -4.2890
H -9.4653 -7.1356 -5.7887
H -10.0630 -6.1058 -7.0208
H -10.7573 -6.0907 -5.3583
C 0.6316 1.0241 7.3686
O -0.0370 2.0495 6.6102
C -0.4023 1.5200 5.2867
C -1.3262 2.4579 4.4703
N -2.7448 2.5157 4.8083
C -2.9760 2.8809 6.1958
C -4.4887 3.0827 6.3662
O -4.9241 4.0641 5.4721
C -6.2420 4.5456 5.5100
H -0.0812 0.3209 7.7994
H 1.1355 1.4749 8.2236
H 1.2266 0.3478 6.7548
H -0.9843 0.6041 5.3896
H 0.4654 1.1986 4.7106
H -1.1483 2.0805 3.4633
H -0.9580 3.4837 4.4858
H -3.2310 3.1768 4.2195
H -2.5168 3.8399 6.4357
H -2.5505 2.0666 6.7823
H -4.8390 3.1845 7.3933
H -5.0218 2.1995 6.0141
H -6.4292 5.0781 6.4425
H -6.9957 3.7589 5.4753
H -6.5217 5.2399 4.7177
C -3.3147 3.9065 1.4739
O -2.0760 4.5890 1.5411
C -0.9445 3.9494 0.9082
C 0.3331 4.8366 1.0003
N 0.2585 6.0586 0.2327
C 1.1357 7.0057 0.9422
C 1.0448 8.3762 0.3260
O -0.2463 8.8175 0.2214
C -0.4136 10.1927 -0.0913
H -3.7248 3.9030 0.4640
H -3.9988 4.2502 2.2497
H -3.1554 2.8513 1.6960
H -1.1009 3.6962 -0.1404
H -0.8544 3.0375 1.4984
H 1.1514 4.2762 0.5479
H 0.5045 4.8886 2.0754
H -0.6768 6.4162 0.3652
H 2.1201 6.5408 0.8867
H 0.7959 7.0401 1.9774
H 1.5675 8.3592 -0.6304
H 1.5924 9.0803 0.9525
H -0.1632 10.4648 -1.1167
H 0.1912 10.7767 0.6024
H -1.4784 10.4045 0.0064
C -8.2242 -1.5260 -0.7528
O -7.3938 -1.1202 -1.8601
C -7.6205 0.1725 -2.4144
C -7.0467 1.3516 -1.6144
N -5.6643 1.5966 -1.8881
C -5.3213 1.9700 -3.2384
C -3.8264 2.4932 -3.3966
O -3.5923 3.6230 -2.5947
C -2.2273 4.0072 -2.6480
H -7.8402 -1.0471 0.1480
H -8.1720 -2.6029 -0.5927
H -9.2322 -1.1302 -0.8771
H -8.6811 0.3325 -2.6082
H -7.1967 0.0604 -3.4124
H -7.1771 1.1824 -0.5456
H -7.6715 2.2289 -1.7822
H -5.3835 2.3591 -1.2883
H -5.9268 2.8490 -3.4595
H -5.4937 1.1859 -3.9756
H -3.6299 2.7029 -4.4480
H -3.2068 1.6662 -3.0499
H -2.0958 4.4784 -3.6220
H -1.5635 3.1599 -2.4763
H -2.0884 4.8126 -1.9268
C 2.0576 2.9903 3.4979
O 2.7641 3.5260 2.3823
C 3.7067 4.5569 2.7491
C 4.7723 4.6907 1.6193
N 5.8023 5.7258 1.8651
C 6.9456 5.3193 2.7074
C 7.6803 3.9565 2.4793
O 8.3525 3.9338 1.2070
C 9.4970 4.7719 1.1820
H 1.4392 3.6606 4.0949
H 2.7699 2.5670 4.2061
H 1.3402 2.2920 3.0670
H 4.1426 4.3846 3.7332
H 3.1372 5.4791 2.8642
H 4.3891 4.9049 0.6216
H 5.1121 3.6718 1.4333
H 6.1839 6.0767 0.9983
H 6.5284 5.4234 3.7090
H 7.6407 6.1578 2.7511
H 6.9488 3.1615 2.6242
H 8.4466 3.8244 3.2432
H 9.8692 4.6950 0.1604
H 10.2837 4.4137 1.8460
H 9.3935 5.8139 1.4845
C 0.7891 1.1110 -3.6041
O -0.2706 0.9892 -2.6492
C 0.0980 0.9023 -1.3044
C -1.2833 0.6227 -0.6252
N -1.3652 0.6842 0.8505
C -0.2573 -0.0124 1.6554
C -0.0689 -1.4794 1.3137
O -1.3398 -2.1222 1.5265
C -1.3678 -3.3597 0.7851
H 1.5144 0.3120 -3.4503
H 1.3116 2.0627 -3.5075
H 0.4325 1.0656 -4.6332
H 0.5987 1.7984 -0.9377
H 0.7803 0.0574 -1.2117
H -1.5506 -0.3962 -0.9053
H -2.1079 1.2186 -1.0163
H -2.2337 0.2580 1.1407
H -0.4606 0.0504 2.7245
H 0.6865 0.4967 1.4603
H 0.7947 -1.8356 1.8754
H 0.3166 -1.4070 0.2967
H -2.3414 -3.8280 0.9298
H -0.6018 -4.0897 1.0469
H -1.2317 -3.2087 -0.2858
C 1.7895 5.5646 -2.7865
O 0.5143 6.1825 -2.7092
H 2.4236 6.1891 -2.1573
H 1.6862 4.6006 -2.2884
H 2.3095 5.4124 -3.7323
H 0.2558 6.1885 -1.7847
C -3.3756 -0.8647 3.8904
O -4.1350 -0.0228 4.6874
H -3.7448 -1.8898 3.8596
H -3.2126 -0.5240 2.8679
H -2.3463 -0.8501 4.2487
H -3.7619 0.8609 4.6492
C -2.2868 0.7480 -6.7450
O -3.1922 -0.1872 -7.3652
H -2.1838 1.6664 -7.3229
H -2.5179 0.9447 -5.6981
H -1.2793 0.3351 -6.7947
H -3.4395 -0.8733 -6.7409
C -4.5541 -1.6948 -0.1962
O -4.7063 -0.3269 0.1403
H -3.7294 -1.8028 -0.9007
H -4.2570 -2.1692 0.7391
H -5.4977 -2.1522 -0.4937
H -4.7525 0.2044 -0.6579
C 0.9900 -2.5891 5.0107
O 1.5918 -1.4571 4.4972
H 1.4381 -3.5167 4.6545
H 1.1542 -2.4745 6.0821
H -0.0588 -2.7222 4.7452
H 1.9551 -1.7256 3.6501
```

**HOMO energy**: -8.237 eV
**LUMO level**: 0.020 Eh
**Gap between HOMO and LUMO**: 8.79 eV
**Relative energy (zero: lowest compared OMol25 entry of this formula, charge and spin)**: 0.0 kJ/mol

Below is a molecular structure, C25H26BrFN5OPtSi at a distorted geometry, with properties calculated with ωB97M-V/def2-TZVPD.

```
61
Properties=species:S:1:pos:R:3
Pt 0.1782 -0.1382 -0.4354
C -3.7862 3.6105 0.4390
C -2.4397 3.5660 0.8805
C -1.6782 2.3906 0.7133
C -2.3667 1.2941 0.2936
C -3.6924 1.3074 -0.1069
C -4.3469 2.5233 -0.1580
N -1.7543 -0.0184 0.2838
N -2.6091 -1.0452 0.4008
C -1.8890 -2.1485 0.5441
C -2.6324 -3.3389 0.6421
C -1.9960 -4.4840 0.4174
C -0.5886 -4.4632 0.3713
C 0.1054 -3.3010 0.4430
N -0.5365 -2.1049 0.4040
H -4.3294 4.5353 0.4388
H -1.9642 4.3695 1.4992
H -0.6245 2.3216 1.0575
H -4.1833 0.4068 -0.3573
H -5.3907 2.5661 -0.5102
H -3.6853 -3.3305 0.8864
H -2.5388 -5.4173 0.3371
H -0.0844 -5.4233 0.3400
H 1.1368 -3.3537 0.3562
O -0.7950 -1.8004 -6.1525
C -0.6857 -1.2749 -4.9027
C -1.7508 -0.7058 -4.1862
C -1.5915 -0.3904 -2.8422
N -0.4127 -0.6160 -2.2706
C 0.6573 -1.0946 -3.0026
Br 2.3138 -1.0122 -1.9912
C 0.5813 -1.3843 -4.3327
H -1.6914 -1.8824 -6.4576
H -2.7389 -0.5768 -4.6729
H -2.3848 -0.1261 -2.1356
H 1.4658 -1.7982 -4.8385
C -0.4619 -0.0149 3.4081
Si 1.2343 0.2167 2.7302
C 2.2631 -1.3412 2.8912
C 2.1096 1.5374 3.6968
N 1.3602 0.6963 1.0171
C 2.4406 1.2837 0.3851
C 2.2128 2.0029 -0.8101
C 3.2036 2.4670 -1.6176
C 4.5296 2.2497 -1.3541
C 4.8204 1.5766 -0.1268
C 3.7803 1.1292 0.6891
F 4.2160 0.7761 1.9888
H -0.5717 0.5716 4.2880
H -0.6352 -1.0876 3.6687
H -1.1987 0.3409 2.6019
H 2.7189 -1.5347 3.8831
H 3.0225 -1.2768 2.1155
H 1.6050 -2.2192 2.7215
H 1.3737 2.2242 4.1665
H 2.7888 2.1421 3.0792
H 2.7276 1.1494 4.5128
H 1.1587 2.2387 -1.0855
H 2.8747 3.1847 -2.4193
H 5.3402 2.5526 -2.0681
H 5.8158 1.4728 0.2429
```

**Charge**: +3
**HOMO energy (alpha / beta)**: -16.778 / -17.869 eV
**LUMO level (alpha / beta)**: -0.397 / -0.470 Eh
**2S+1**: 5
**Gap between HOMO and LUMO (alpha / beta)**: 5.97 / 5.07 eV
**Relative energy (zero: lowest compared OMol25 entry of this formula, charge and spin)**: 118.2 kJ/mol

Below is 2 unconnected molecules or ions with the total composition H4O2 at a distorted geometry, with properties calculated with ωB97M-V/def2-TZVPD.

```
6
Properties=species:S:1:pos:R:3
O 1.2153 -0.0705 -0.0856
H 1.6832 -0.1348 0.7212
H 1.2453 0.8863 -0.2206
O -1.5018 0.1321 0.0561
H -1.9892 -0.6152 -0.2096
H -0.6529 -0.1979 -0.2615
```

**HOMO energy**: -11.038 eV
**LUMO level**: 0.031 Eh
**SMILES**: O.O
**Gap between HOMO and LUMO**: 11.89 eV
**Relative energy (zero: lowest compared OMol25 entry of this formula, charge and spin)**: 19.8 kJ/mol

Below is a single C7H13PS molecule at a distorted geometry, with properties calculated with ωB97M-V/def2-TZVPD.

```
22
Properties=species:S:1:pos:R:3
C -0.9640 1.3506 0.5472
C -0.9449 0.9800 -0.9556
C 0.8193 1.7867 2.3993
C -0.0247 0.7939 1.6972
C -0.4517 -0.4606 2.4367
C 1.0238 -2.0838 -1.5522
C 0.6506 -0.9443 -2.4988
P 0.7831 0.8528 -1.9270
S 1.7852 0.8669 1.3021
H -0.7823 2.4059 0.4828
H -2.0437 1.2166 0.8616
H -1.5487 0.1603 -1.1339
H -1.5000 1.7964 -1.4863
H 0.8642 2.8543 2.1020
H -1.4641 -0.3801 2.9193
H 0.1637 -0.6479 3.2195
H -0.5041 -1.4160 1.8759
H 0.5594 -2.0170 -0.6054
H 0.7763 -3.0671 -1.9574
H 2.0471 -2.0523 -1.3307
H -0.3727 -1.1457 -2.8949
H 1.1282 -0.8492 -3.5015
```

**HOMO energy (alpha / beta)**: -8.012 / -7.765 eV
**LUMO level (alpha / beta)**: -0.021 / -0.015 Eh
**Gap between HOMO and LUMO (alpha / beta)**: 7.45 / 7.35 eV
**Relative energy (zero: lowest compared OMol25 entry of this formula, charge and spin)**: 454.7 kJ/mol

Below is 2 unconnected molecules or ions with the total composition CH4N3 at a distorted geometry, with properties calculated with ωB97M-V/def2-TZVPD.

```
8
Properties=species:S:1:pos:R:3
C 0.1231 -0.0444 0.2823
N 1.2858 -0.6527 0.3105
N 1.1169 0.7933 -0.0030
N -1.1458 0.0567 0.3323
H 1.7605 -1.3603 -1.3474
H 1.6800 1.3365 0.6208
H -1.7659 -0.7421 0.4751
H -1.6892 0.8537 0.5412
```

**Charge**: +1
**HOMO energy (alpha / beta)**: -15.920 / -15.507 eV
**LUMO level (alpha / beta)**: -0.218 / -0.265 Eh
**Gap between HOMO and LUMO (alpha / beta)**: 9.99 / 8.31 eV
**Relative energy (zero: lowest compared OMol25 entry of this formula, charge and spin)**: 597.2 kJ/mol

Below is a molecular structure, C36H47Br2N5O4Rb, with properties calculated with ωB97M-V/def2-TZVPD.

```
95
Properties=species:S:1:pos:R:3
Rb 0.0145 0.0206 -0.4500
C 1.1921 -2.9364 0.2708
C -0.1782 -3.0229 0.6218
C -0.9251 -2.9205 -0.6053
C 0.0267 -2.7964 -1.6452
C 1.3263 -2.8031 -1.1194
C 2.6281 -2.8330 -1.8953
C 3.0797 -4.2902 -2.0910
C 3.7284 -2.0875 -1.1332
C 2.4580 -2.2061 -3.2804
C -2.4304 -2.8126 -0.9083
C -2.6805 -2.8506 -2.4246
C -3.2445 -3.9808 -0.3289
C -3.0457 -1.4895 -0.4209
C -0.5899 -3.3780 2.0575
C 0.5790 -3.1571 3.0297
C -1.7472 -2.5402 2.6182
C -0.9348 -4.8742 2.1653
H 2.0121 -3.0032 0.9735
H -0.2281 -2.6212 -2.6806
H 3.2200 -4.7759 -1.1232
H 4.0217 -4.3433 -2.6505
H 2.3166 -4.8496 -2.6356
H 3.9316 -2.5719 -0.1754
H 3.4277 -1.0575 -0.9313
H 4.6628 -2.0798 -1.7065
H 1.6861 -2.7263 -3.8492
H 3.3924 -2.2612 -3.8485
H 2.1569 -1.1607 -3.2055
H -2.2724 -3.7609 -2.8684
H -2.2386 -1.9872 -2.9240
H -3.7564 -2.8212 -2.6160
H -2.8218 -4.9359 -0.6489
H -4.2780 -3.9250 -0.6872
H -3.2810 -3.9761 0.7572
H -2.6376 -0.6256 -0.9546
H -2.9003 -1.3336 0.6449
H -4.1236 -1.4749 -0.6223
H 0.9160 -2.1195 3.0178
H 1.4289 -3.7974 2.7906
H 0.2540 -3.3991 4.0462
H -1.5305 -1.4760 2.5022
H -1.8861 -2.7496 3.6851
H -2.6937 -2.7426 2.1256
H -0.0654 -5.4669 1.8726
H -1.7559 -5.1568 1.5131
H -1.2036 -5.1388 3.1957
N 2.5040 1.1597 -1.9743
C 2.9351 2.5250 -1.7079
C 1.8377 3.3059 -1.0091
N 1.5619 2.7637 0.3154
H 3.2317 0.6030 -2.4027
H 1.7194 1.1665 -2.6212
H 3.2233 3.0825 -2.6095
H 3.8218 2.4875 -1.0661
H 0.9192 3.2204 -1.5986
H 2.1125 4.3691 -1.0045
H 0.7403 3.2001 0.7150
H 2.3263 2.9311 0.9592
Br 2.2441 0.7261 6.7711
C 1.5975 0.6522 4.9958
C 2.4512 0.3079 3.9658
C 1.9107 0.2727 2.6904
N 0.6406 0.5472 2.4245
C -0.1725 0.8804 3.4208
C 0.2726 0.9456 4.7399
C -1.5882 1.1701 3.0423
C -2.5684 1.4001 4.0026
C -3.8623 1.6279 3.5754
Br -5.2241 1.9355 4.8480
C -4.1611 1.6261 2.2285
C -3.1136 1.3931 1.3512
N -1.8617 1.1696 1.7384
H 3.4889 0.0658 4.1433
H 2.5240 -0.0017 1.8369
H -0.3792 1.2205 5.5550
H -2.3490 1.3901 5.0591
H -5.1632 1.7970 1.8637
H -3.2958 1.3841 0.2814
O -3.3529 2.0265 -3.0872
C -2.3206 2.2132 -2.4338
O -1.3512 1.4419 -2.2161
C -2.2219 3.5978 -1.7644
C -2.7667 4.7149 -2.3893
C -2.7033 5.9637 -1.7944
C -2.1181 6.0705 -0.5412
C -1.5934 4.9738 0.1227
C -1.6353 3.7423 -0.5102
N -2.0597 7.3831 0.1069
O -2.5297 8.3375 -0.4856
O -1.5409 7.4580 1.2063
H -3.2528 4.5746 -3.3455
H -3.1075 6.8425 -2.2741
H -1.1647 5.0991 1.1071
H -1.2376 2.8641 -0.0165
```

**Charge**: -1
**HOMO energy**: -3.700 eV
**LUMO level**: 0.055 Eh
**Gap between HOMO and LUMO**: 5.20 eV
**Relative energy (zero: lowest compared OMol25 entry of this formula, charge and spin)**: 42.0 kJ/mol